Molecular formula: C41H52N6PtSe
Method: DFT, ωB97M-V/def2-TZVPD

Calculated values
E_HOMO (alpha / beta)   -4.82 / -6.43 eV
ΔE to the lowest compared entry with this formula, charge and spin   0.0 kJ/mol
Total charge   0
Multiplicity   3
Expectation value of S²   2.0546
Gap between HOMO and LUMO (alpha / beta)   4.84 / 5.05 eV

Geometry as XYZ:
```
101
Properties=species:S:1:pos:R:3:lowdin_charge:R:1
Pt 0.2669 0.4004 0.0416 1.24
C -4.7642 2.2781 3.4346 -0.09
C -4.8429 1.3251 2.2368 -0.20
C -3.6711 1.4499 1.3083 -0.17
C -3.5605 2.2806 0.2037 -0.16
C -4.6091 3.1879 -0.3715 -0.19
C -5.3870 2.5483 -1.5283 -0.09
C -2.2712 2.0791 -0.3297 -0.25
N -1.5953 1.1509 0.4209 -0.06
C -2.4444 0.7630 1.4205 -0.27
C -2.0954 -0.1589 2.4424 0.03
C -0.9112 -0.8034 2.5804 -0.24
C -0.5644 -1.6955 3.6842 -0.14
C -1.4810 -2.0428 4.8170 -0.18
C -2.4192 -3.2066 4.4727 -0.08
C 0.6864 -2.1385 3.4642 -0.14
C 1.1518 -1.5330 2.2188 -0.24
C 2.3820 -1.7336 1.6668 0.01
C 2.8768 -1.1465 0.4872 -0.27
N 2.1823 -0.2329 -0.2695 -0.06
C 2.9963 0.1084 -1.3066 -0.25
C 2.6678 1.0568 -2.3056 0.03
C 1.5307 1.7817 -2.3881 -0.26
N 0.4651 1.7192 -1.5078 -0.12
C -0.5037 2.5632 -1.9925 -0.26
C -1.7426 2.7332 -1.4651 0.03
C -0.0127 3.2143 -3.2083 -0.13
C 1.2193 2.7378 -3.4487 -0.13
C 2.1224 3.0290 -4.6069 -0.19
C 1.9587 2.0108 -5.7411 -0.08
C -0.7843 4.2284 -3.9922 -0.19
C -0.8187 5.6031 -3.3161 -0.09
C 4.2164 -0.5986 -1.2251 -0.15
C 4.1407 -1.3942 -0.0981 -0.15
C 5.2011 -2.3014 0.4531 -0.20
C 6.1160 -1.6100 1.4695 -0.09
C 5.3334 -0.5225 -2.2233 -0.20
C 5.1027 -1.4175 -3.4469 -0.09
N 0.1535 -0.7439 1.6993 -0.06
C 1.5201 -3.0245 4.3382 -0.20
C 2.4547 -2.2317 5.2580 -0.08
H -5.6379 2.1861 4.0853 0.07
H -4.6986 3.3148 3.0963 0.07
H -3.8711 2.0754 4.0305 0.07
H -5.7645 1.5180 1.6811 0.10
H -4.9227 0.2959 2.5983 0.10
H -4.1491 4.1179 -0.7154 0.11
H -5.3086 3.4744 0.4177 0.10
H -4.7084 2.2513 -2.3338 0.07
H -6.1320 3.2312 -1.9467 0.07
H -5.9077 1.6479 -1.1881 0.07
H -2.8398 -0.3286 3.2124 0.11
H -2.0724 -1.1670 5.0934 0.11
H -0.8862 -2.2952 5.6975 0.11
H -3.0354 -2.9628 3.6032 0.05
H -3.0862 -3.4464 5.3048 0.07
H -1.8447 -4.1034 4.2277 0.07
H 3.0499 -2.4122 2.1861 0.11
H 3.4121 1.2226 -3.0761 0.11
H -2.3994 3.4335 -1.9698 0.10
H 3.1615 3.0375 -4.2703 0.11
H 1.9184 4.0340 -4.9792 0.11
H 2.1280 0.9947 -5.3768 0.07
H 2.6598 2.2020 -6.5561 0.07
H 0.9451 2.0479 -6.1470 0.07
H -1.8044 3.8672 -4.1503 0.11
H -0.3409 4.3245 -4.9845 0.10
H -1.2592 5.5420 -2.3194 0.07
H -1.3990 6.3193 -3.9019 0.07
H 0.1935 5.9976 -3.2021 0.08
H 5.8044 -2.6901 -0.3712 0.10
H 4.7372 -3.1743 0.9205 0.10
H 6.6101 -0.7471 1.0167 0.07
H 6.8875 -2.2865 1.8467 0.07
H 5.5375 -1.2423 2.3207 0.07
H 6.2691 -0.8072 -1.7362 0.10
H 5.4715 0.5111 -2.5520 0.11
H 5.0480 -2.4678 -3.1484 0.07
H 5.9045 -1.3137 -4.1832 0.07
H 4.1558 -1.1686 -3.9350 0.07
H 2.1118 -3.7023 3.7179 0.11
H 0.8637 -3.6584 4.9385 0.10
H 3.1337 -1.6066 4.6734 0.07
H 3.0545 -2.8953 5.8856 0.07
H 1.8795 -1.5704 5.9099 0.08
C -3.5895 -1.1708 -0.8440 0.00
N -2.5329 -2.0984 -0.4230 -0.09
C -2.6377 -3.0271 0.5916 -0.04
C -1.4589 -3.6845 0.6442 -0.03
N -0.6598 -3.1502 -0.3428 -0.10
C 0.7100 -3.5681 -0.6500 -0.01
C -1.2976 -2.1343 -0.9550 -0.68
Se -0.5758 -0.9809 -2.2352 0.84
H -4.5004 -1.4430 -0.3163 0.10
H -3.7391 -1.2552 -1.9174 0.09
H -3.3120 -0.1515 -0.6009 0.06
H -3.5372 -3.1431 1.1725 0.12
H -1.1272 -4.4883 1.2794 0.13
H 0.9355 -4.4403 -0.0413 0.10
H 1.4007 -2.7652 -0.4241 0.06
H 0.7871 -3.8130 -1.7052 0.09
```